1.
The following is a DFT calculation (ωB97M-V/def2-TZVPD) of C26H53BrF2I2N6O11S2 as an isolated structure.

Values from the calculation:
- total charge = 0

Each line ends with the Mulliken charge.
Positions of all 103 atoms, in Å:
C: 4.458 -0.006 6.789  -1.6078
C: 3.711 -0.520 5.561  1.5300
F: 4.037 0.342 4.498  -0.3778
C: 4.149 -1.904 5.105  -1.8422
C: 3.122 -3.022 5.302  1.9058
C: 3.792 -4.345 4.814  -1.4125
S: 4.879 -5.195 5.955  1.0461
O: 5.049 -6.527 5.430  -0.6597
O: 4.446 -5.077 7.314  -0.5334
C: 1.930 -2.781 4.332  -1.8744
C: 0.674 -2.854 5.194  0.1198
I: -0.193 -0.857 5.444  0.2457
S: -0.684 -3.778 4.414  1.2272
O: -0.390 -5.164 4.340  -0.5291
O: -1.948 -3.344 4.887  -0.6058
F: -0.500 -3.211 2.966  -0.0809
C: 1.167 -3.314 6.624  -0.3129
Br: 0.587 -2.355 8.213  -0.0783
I: 1.000 -5.422 7.095  0.2926
O: 2.553 -3.072 6.573  -0.2415
H: 4.751 -0.827 7.440  0.3476
H: 3.809 0.670 7.342  0.3812
H: 5.338 0.536 6.451  0.3995
H: 2.639 -0.440 5.721  -0.5034
H: 4.368 -1.836 4.041  0.4850
H: 5.072 -2.208 5.608  0.6137
H: 3.089 -5.080 4.431  0.5572
H: 4.448 -4.072 3.984  0.4532
H: 6.077 -4.574 5.798  0.1280
H: 1.977 -1.825 3.816  0.3350
H: 1.832 -3.509 3.526  0.5624
C: -0.076 -1.714 -0.218  -1.0554
C: -0.560 -0.383 0.309  0.8097
O: -0.398 -0.062 1.479  -0.6358
N: -1.171 0.458 -0.558  -0.0438
C: -1.440 0.279 -1.971  -0.8977
H: 0.386 -2.270 0.591  0.0724
H: -0.907 -2.299 -0.612  0.3836
H: 0.668 -1.558 -1.001  0.3281
H: -1.478 1.325 -0.145  0.1989
H: -0.953 1.085 -2.523  0.2550
H: -2.509 0.348 -2.136  0.2273
H: -1.074 -0.679 -2.331  0.4049
C: -4.133 4.644 -1.116  -1.4247
C: -3.748 3.411 -1.897  0.8009
O: -3.115 2.494 -1.388  -0.5691
N: -4.128 3.350 -3.194  -0.0910
C: -4.875 4.331 -3.962  -0.6871
H: -3.758 4.539 -0.103  0.2938
H: -3.694 5.536 -1.564  0.3609
H: -5.217 4.755 -1.079  0.3792
H: -3.839 2.506 -3.661  0.2075
H: -5.798 3.880 -4.332  0.2997
H: -4.271 4.657 -4.809  0.1145
H: -5.123 5.192 -3.351  0.3019
C: 3.763 1.553 0.664  -1.0407
C: 4.231 0.317 -0.066  0.8038
O: 4.863 -0.568 0.488  -0.6730
N: 3.914 0.206 -1.386  -0.1735
C: 3.179 1.139 -2.223  -0.8097
H: 4.086 1.490 1.699  0.1235
H: 4.191 2.452 0.217  0.3948
H: 2.674 1.619 0.645  0.2991
H: 4.245 -0.649 -1.804  0.2253
H: 2.296 0.628 -2.611  0.2412
H: 3.814 1.432 -3.061  0.3012
H: 2.873 2.022 -1.673  0.3185
C: -0.636 5.651 -7.593  -1.3376
C: -2.006 5.671 -6.958  0.8058
O: -2.163 5.487 -5.759  -0.6220
N: -3.067 5.903 -7.771  -0.0642
C: -3.074 6.141 -9.206  -0.8170
H: 0.097 5.455 -6.817  0.2950
H: -0.571 4.865 -8.346  0.3589
H: -0.411 6.612 -8.056  0.3742
H: -3.951 5.908 -7.288  0.1116
H: -3.521 7.113 -9.407  0.2897
H: -3.678 5.374 -9.695  0.2091
H: -2.068 6.113 -9.611  0.3694
C: -6.964 5.643 -9.412  -1.2910
C: -6.563 6.598 -10.513  0.7821
O: -5.882 7.587 -10.296  -0.6396
N: -6.989 6.319 -11.772  -0.1727
C: -7.798 5.203 -12.224  -0.8061
H: -6.551 6.008 -8.477  0.2098
H: -8.049 5.593 -9.318  0.4614
H: -6.574 4.642 -9.605  0.3687
H: -6.687 6.996 -12.456  0.2330
H: -7.252 4.621 -12.969  0.2776
H: -8.719 5.568 -12.681  0.2807
H: -8.055 4.553 -11.394  0.3115
C: 3.533 -9.193 7.411  -1.2336
C: 2.650 -8.708 8.534  0.7855
O: 1.561 -8.194 8.323  -0.6850
N: 3.107 -8.851 9.803  -0.1588
C: 4.362 -9.425 10.245  -0.8414
H: 3.027 -9.002 6.470  0.2373
H: 4.483 -8.658 7.407  0.3518
H: 3.719 -10.265 7.501  0.4111
H: 2.470 -8.502 10.501  0.2332
H: 4.175 -10.278 10.900  0.2954
H: 4.937 -8.683 10.802  0.2781
H: 4.951 -9.758 9.397  0.3233

***

2.
The following is a DFT calculation (ωB97M-V/def2-TZVPD) of C26H53Cl2CsF7MgN2NaO5P as an isolated structure.

Values from the calculation:
- total charge = +1

Each line ends with the Mulliken charge.
Positions of all 99 atoms, in Å:
C: -0.954 -2.543 1.297  -0.2647
O: -0.740 -1.354 2.019  -0.3439
C: 0.133 -0.469 1.391  -0.4684
P: 1.951 -0.826 1.961  0.8563
C: 2.342 0.981 2.257  -0.2241
C: 3.691 -1.350 2.405  -1.4952
C: 3.849 -2.859 2.330  -0.3101
C: 4.513 -3.361 1.045  -1.2835
C: 3.609 -3.783 -0.097  0.9858
F: 3.914 -5.064 -0.451  -0.3675
F: 2.279 -3.819 0.236  -0.1358
C: 3.722 -2.949 -1.423  0.6798
F: 2.709 -2.066 -1.578  -0.2603
F: 4.872 -2.279 -1.508  -0.2934
F: 3.663 -3.763 -2.491  -0.3059
H: -0.421 -3.356 1.780  -0.5745
H: -2.006 -2.773 1.315  0.3397
H: -0.589 -2.476 0.272  0.4012
H: -0.187 0.546 1.627  0.2210
H: 0.117 -0.555 0.297  0.2919
H: 2.187 -1.307 0.617  -0.1894
H: 1.438 -1.678 3.004  -0.1244
H: 2.570 1.430 1.287  -1.0158
H: 3.233 1.086 2.861  0.4808
H: 1.524 1.532 2.700  0.5591
H: 3.809 -1.071 3.447  0.5205
H: 4.457 -0.858 1.810  0.6167
H: 4.531 -3.125 3.125  0.5291
H: 2.905 -3.360 2.557  0.0574
H: 5.062 -4.256 1.301  0.4520
H: 5.248 -2.619 0.761  0.4853
Na: 0.217 -4.825 2.511  0.9154
C: -0.955 5.885 -1.397  -0.9589
C: -1.204 6.139 0.075  -0.1820
O: -2.407 5.515 0.532  -0.3619
C: -2.351 4.205 0.730  0.7672
O: -1.373 3.507 0.574  -0.5552
O: -3.542 3.797 1.124  -0.3180
C: -3.677 2.382 1.322  -0.4877
H: -1.819 6.187 -1.987  0.3047
H: -0.083 6.446 -1.736  0.3622
H: -0.783 4.824 -1.587  0.1790
H: -1.349 7.202 0.248  0.3039
H: -0.364 5.817 0.690  0.2674
H: -2.914 2.009 1.999  0.2813
H: -3.623 1.858 0.369  0.3301
H: -4.652 2.215 1.765  0.0642
C: 4.125 -4.074 -6.347  -1.3646
C: 4.774 -2.804 -6.927  0.7878
C: 4.429 -1.633 -6.028  0.1238
O: 4.240 -2.425 -8.123  -0.6903
H: 3.043 -3.966 -6.267  0.3228
H: 4.346 -4.917 -6.994  0.3637
H: 4.520 -4.296 -5.353  0.3540
H: 5.869 -2.941 -6.870  0.2771
H: 3.340 -1.501 -6.029  -0.5754
H: 4.943 -0.820 -6.546  -0.2629
H: 4.754 -1.648 -4.981  0.5694
N: 1.266 -0.173 -4.012  0.2175
C: 0.627 0.938 -3.533  -0.2272
C: -0.151 1.458 -4.534  -0.5761
C: 0.015 0.622 -5.668  -0.8333
C: 0.892 -0.382 -5.311  -0.8726
H: 1.897 -0.756 -3.487  0.2326
H: 0.775 1.261 -2.519  0.2617
H: -0.777 2.330 -4.460  0.4808
H: -0.461 0.732 -6.627  0.4517
H: 1.263 -1.226 -5.867  0.8359
C: 6.690 -0.064 -9.431  0.0481
Cl: 8.023 -1.192 -9.411  -0.1017
Cl: 6.914 1.232 -8.201  -0.1614
H: 6.633 0.406 -10.405  0.3457
H: 5.777 -0.617 -9.218  -0.0466
Cs: 2.587 2.295 -0.546  1.0973
F: 6.286 -0.692 2.450  -0.8361
Mg: 3.713 0.329 -7.359  0.8882
F: -1.968 -3.520 3.594  -0.8293
C: -8.141 1.831 7.233  -1.4253
C: -7.070 0.837 6.809  -0.3108
N: -7.037 0.605 5.380  0.1281
C: -6.204 -0.524 4.995  -0.7210
C: -4.697 -0.437 5.255  -0.7128
C: -6.896 1.785 4.556  -0.7640
C: -5.654 2.662 4.777  -0.7979
H: -9.124 1.518 6.881  0.3329
H: -8.172 1.895 8.321  0.4338
H: -7.943 2.836 6.857  0.2928
H: -7.285 -0.119 7.293  0.4494
H: -6.098 1.174 7.206  0.2459
H: -6.371 -0.726 3.933  0.3269
H: -6.590 -1.405 5.516  0.3873
H: -4.197 0.219 4.543  -0.0136
H: -4.238 -1.421 5.139  0.4146
H: -4.476 -0.087 6.266  0.2648
H: -7.783 2.409 4.692  0.3480
H: -6.939 1.476 3.507  0.3562
H: -5.438 2.823 5.833  0.3420
H: -5.810 3.646 4.326  0.3473
H: -4.772 2.231 4.306  0.0633

***

no.,Kohn-Sham gap (hartree),E_tot (a.u.)
1,0.3085,-6344.17762
2,0.0522,-3850.88094